# C27H32BrCsN3O2S

A molecular structure, C27H32BrCsN3O2S in a non-equilibrium geometry (ωB97M-V/def2-TZVPD, the OMol25 dataset).

The geometry in XYZ format:
```
67
Properties=species:S:1:pos:R:3:forces:R:3
Cs -0.094328 0.699415 -0.084939 1.5567 0.4477 -1.0552
Br -6.605230 -5.906126 5.670148 -0.0175 -0.0456 -0.0049
S 1.699173 -2.573622 -1.125926 -0.2460 0.1241 0.4204
O -1.989913 -0.222455 1.171700 -1.6399 -0.6924 1.2646
O 0.640350 -3.395030 -0.453557 0.1442 0.1118 -0.1848
N -3.822904 -0.729082 7.278449 0.0179 -0.2938 -0.0450
N -0.085986 0.792324 2.876909 -0.1894 -0.0467 0.3733
N -2.997018 -0.063163 6.615909 -0.0368 0.1130 -0.2093
C -5.810926 -2.077243 7.037582 -0.0530 0.0332 -0.0332
C 3.075163 -3.673282 -1.512631 0.0321 -0.0725 -0.1574
C -1.262258 0.327775 3.373351 0.0276 -0.0294 -0.0167
C -0.094271 4.470334 -4.695767 0.0076 -0.0098 -0.0027
C -2.794784 -0.183690 5.240972 0.1170 0.0644 0.1463
C 0.819747 1.244315 3.709673 -0.0375 -0.0526 0.0424
C 2.730917 -4.963462 -2.251617 0.0474 0.0006 -0.0287
C -1.551240 0.332348 4.754041 0.0659 -0.0460 0.0363
C 2.103761 -6.035362 -1.364996 -0.0075 -0.0125 0.0252
C 1.124788 -2.179360 -2.821255 -0.0004 0.0425 0.0103
C -0.212140 -2.839029 -3.149130 0.0107 0.0047 0.0107
C 1.130593 5.534786 -2.798566 0.0072 -0.0085 0.0013
C -3.474641 -0.643168 2.953065 -0.0024 0.0629 0.0396
C -1.394499 -2.061496 -2.581057 -0.0119 0.0212 0.0096
C -5.736556 -4.279006 6.116530 0.0256 0.0750 0.0005
C -4.463907 -1.897683 6.751189 -0.0742 0.1128 0.2609
C -2.242228 -0.196571 2.400010 -0.0568 -0.0591 0.1057
C 0.639859 1.259528 5.103675 0.0570 0.0725 -0.0474
C 1.125890 4.346111 -3.771067 -0.0094 0.0106 0.0022
C -3.750872 -2.940822 6.162070 0.0727 -0.1651 0.1017
C 1.027220 2.010765 -2.402046 0.3556 0.2600 -0.8383
C 2.402049 4.398585 -4.623878 -0.0050 0.0067 -0.0074
C -3.727408 -0.630867 4.305819 -0.1302 0.0896 -0.1514
C 1.069865 3.074510 -3.024848 -0.0431 -0.0619 0.1071
C -0.540979 0.811441 5.620110 -0.0752 -0.0085 0.0143
C -6.458761 -3.259754 6.708202 0.0063 -0.0005 -0.0114
C -4.382295 -4.130666 5.849579 0.0247 0.0099 -0.0094
H 2.425144 3.559500 -5.320484 -0.0018 0.0003 -0.0026
H -0.228235 -3.858549 -2.758880 0.0132 -0.0124 -0.0157
H 1.987577 5.469531 -2.126741 0.0014 0.0025 -0.0005
H 3.285265 4.330844 -3.987317 0.0004 -0.0049 0.0029
H 1.431915 1.620577 5.747232 -0.0127 0.0326 -0.0047
H -0.051904 5.400623 -5.272560 -0.0033 0.0021 0.0039
H -2.698854 -2.813617 5.941622 -0.0183 -0.0185 0.0081
H -1.388627 -1.030281 -2.942439 0.0085 -0.0050 -0.0123
H -0.293121 -2.904499 -4.237370 -0.0109 0.0174 0.0008
H 1.800592 -6.897483 -1.961232 0.0209 -0.0117 -0.0004
H -3.826544 -4.937768 5.392464 -0.0052 -0.0073 -0.0018
H -4.704642 -0.946814 4.647377 0.0407 0.0388 -0.0982
H 3.657404 -5.349220 -2.687481 -0.0213 -0.0117 -0.0329
H 3.766227 -3.045683 -2.082046 0.0285 -0.0177 0.0119
H -6.351817 -1.271773 7.518272 0.0070 -0.0154 0.0245
H 2.071655 -4.741337 -3.094681 -0.0133 0.0226 0.0140
H 1.232906 -5.646178 -0.841951 -0.0053 0.0020 -0.0213
H 2.820635 -6.383622 -0.617861 -0.0033 0.0161 0.0138
H -1.362412 -2.048709 -1.490971 0.0034 -0.0172 0.0030
H 1.917550 -2.464243 -3.513662 -0.0135 -0.0217 -0.0120
H -2.341724 -2.516295 -2.874208 0.0032 -0.0062 -0.0044
H -4.227942 -0.980981 2.253283 -0.0156 -0.0069 0.0095
H 1.040816 -1.088354 -2.845682 0.0351 0.0135 -0.0360
H 1.743937 1.613886 3.273886 0.0073 -0.0170 -0.0019
H -7.511143 -3.387621 6.921754 -0.0014 -0.0059 -0.0086
H 3.536573 -3.882204 -0.544589 0.0059 -0.0102 -0.0076
H 2.449274 5.332598 -5.194511 0.0047 -0.0023 0.0029
H -0.130325 3.628403 -5.388383 0.0035 0.0025 -0.0048
H -0.728624 0.811880 6.684853 0.0040 -0.0121 0.0006
H -1.014630 4.462560 -4.110149 -0.0004 -0.0052 0.0000
H 1.181296 6.483681 -3.343372 -0.0020 0.0001 -0.0013
H 0.224958 5.528459 -2.190339 0.0008 0.0006 0.0021
```
Forces are in eV/Å.

Output
E_LUMO = 2.1 eV
HOMO level = -4.502 eV
frontier orbital gap = 0.241 Eh
charge = -1

Atomic partial charges in e from the Mulliken method, atoms 1 to 4: number 1, Cs, carries 1.11; number 2, Br, carries -0.22; number 3, S, carries 0.40; number 4, O, carries -0.83



# C4H8O2

A molecular structure, C4H8O2 in a non-equilibrium geometry (ωB97M-V/def2-TZVPD, the OMol25 dataset).

The geometry in XYZ format:
```
14
Properties=species:S:1:pos:R:3:forces:R:3
O 0.495478 0.958908 -1.485315 0.7306 0.5226 -0.1625
O 0.851830 0.384706 1.008219 -1.7560 -0.0527 0.4191
C 0.612318 -0.963818 0.790885 0.0387 -1.0471 0.1836
C -0.715951 -0.397158 0.678418 1.6373 1.7173 0.6254
C -1.436798 -0.245447 -0.568527 -0.7594 -1.4173 0.5271
C 1.260823 1.322381 -0.596946 0.3524 0.7912 -1.1075
H -1.876776 -1.221444 -0.145715 -1.1200 0.4161 -1.4502
H -1.354074 -0.276347 1.553122 0.6723 0.1453 0.1444
H 2.315706 0.991618 -0.603597 -0.0689 -0.1480 0.2070
H -2.172817 0.568419 -0.625343 0.2547 -0.5189 0.1126
H 0.804125 -1.551861 1.678264 0.1966 -0.3722 0.0574
H -0.918985 -0.452419 -1.501404 -0.1991 0.0076 0.4282
H 1.031664 -1.390158 -0.122664 0.0698 0.0623 -0.0118
H 1.103458 2.272619 -0.059396 -0.0491 -0.1063 0.0271
```
Forces are in eV/Å.

Output
E_LUMO = 0.9 eV
HOMO level = -8.758 eV
frontier orbital gap = 0.355 Eh
charge = 0

Atomic partial charges in e from the Mulliken method, atoms 1 to 4: number 1, O, carries -0.60; number 2, O, carries -0.48; number 3, C, carries -0.34; number 4, C, carries 0.03



# C2H3IN2O

A molecular structure, C2H3IN2O in a non-equilibrium geometry (ωB97M-V/def2-TZVPD, the OMol25 dataset).

The geometry in XYZ format:
```
9
Properties=species:S:1:pos:R:3:forces:R:3
I 3.856911 0.300793 0.076948 1.1873 -1.5927 -0.3473
O 0.356826 -2.286330 0.856953 -0.5772 1.1782 1.6273
N 0.629537 -3.350185 0.056417 0.6083 -0.4646 -1.7496
N 0.715150 -2.685991 -1.030326 -0.2235 -1.8414 -0.6354
C 0.425427 -1.540254 -0.323705 0.2535 3.5613 1.1295
C 0.470699 -0.210772 -0.563617 0.1316 -2.8445 -3.6911
H 0.556439 -0.098971 -1.758177 -0.0578 0.3231 3.0130
H 4.708544 -1.163823 -0.265625 -0.9866 1.6404 0.3804
H 0.495398 0.618207 0.110867 -0.3356 0.0403 0.2731
```
Forces are in eV/Å.

Output
E_LUMO = -0.6 eV
HOMO level = -9.963 eV
frontier orbital gap = 0.344 Eh
charge = 0

Atomic partial charges in e from the Mulliken method, atoms 1 to 4: number 1, I, carries -0.11; number 2, O, carries -0.20; number 3, N, carries -0.04; number 4, N, carries -0.34